{"formula": "C22H18F3N6O4PtSSe", "method": "the ωB97M-V functional and the def2-TZVPD basis", "total_charge": 1, "homo_lumo_gap_ev": 8.351, "lumo_ev": -3.136, "energy_ha": -4696.9609, "largest_force_ha_per_bohr": 0.0201, "multiplicity": 1, "e_above_lowest_kj_mol": 183.7, "elements": ["Pt", "C", "N", "C", "C", "N", "C", "C", "C", "C", "C", "C", "N", "C", "N", "C", "C", "C", "C", "C", "C", "N", "H", "H", "H", "H", "H", "H", "H", "H", "H", "H", "H", "H", "H", "H", "H", "F", "C", "F", "F", "C", "C", "C", "C", "N", "C", "S", "H", "H", "H", "O", "Se", "O", "O", "O"], "coordinates": [[0.35676, -0.30315, -0.37789], [-2.78779, 0.43700, -1.66645], [-1.68339, -0.02099, -2.47438], [-1.67349, -1.41759, -2.84008], [-1.35371, -2.28341, -1.64170], [-0.89576, -1.84764, -0.47376], [-0.74510, -2.97436, 0.34633], [-0.27718, -3.07897, 1.65056], [-0.24645, -4.34429, 2.19927], [-0.67625, -5.47040, 1.47841], [-1.14675, -5.36864, 0.18483], [-1.16256, -4.09196, -0.36159], [-1.55148, -3.60787, -1.61034], [-2.34999, 1.02166, -0.34640], [-1.21488, 0.77805, 0.27442], [-1.32712, 1.31420, 1.56086], [-0.44531, 1.26013, 2.63909], [-0.84154, 1.90710, 3.79125], [-2.07287, 2.57950, 3.87587], [-2.95457, 2.61903, 2.81492], [-2.55355, 1.96328, 1.65571], [-3.16851, 1.76643, 0.42701], [-3.43497, 1.14719, -2.18839], [-3.41797, -0.41931, -1.40239], [-1.46496, 0.60617, -3.23083], [-2.62638, -1.76008, -3.26528], [-0.90190, -1.58473, -3.59329], [0.07304, -2.20804, 2.18966], [0.12344, -4.47725, 3.20653], [-0.63329, -6.44310, 1.94848], [-1.47466, -6.23717, -0.36966], [-1.90157, -4.15722, -2.37819], [0.50099, 0.73651, 2.55947], [-0.19105, 1.89403, 4.65505], [-2.34045, 3.06951, 4.80188], [-3.90950, 3.12110, 2.88922], [-4.09950, 2.05307, 0.17417], [4.35516, 3.03751, -3.70097], [4.65393, 2.87838, -2.40085], [5.36142, 3.95260, -2.01984], [5.45024, 1.82488, -2.28094], [3.37321, 2.79699, -1.58257], [2.90650, 3.98526, -1.03431], [1.75790, 3.95659, -0.28153], [1.10333, 2.75197, -0.10078], [1.50827, 1.60185, -0.64302], [2.64541, 1.62892, -1.39216], [3.13026, 0.10182, -2.13083], [3.45249, 4.90583, -1.18433], [1.36413, 4.85245, 0.17626], [0.20766, 2.72574, 0.48865], [1.71583, -1.88814, -0.66357], [3.01965, -1.52346, 0.32894], [2.47650, -0.56720, 1.50145], [3.94743, -0.51067, -0.83413], [4.04091, -2.68914, 0.65215]], "forces_ev_per_angstrom": [[-0.63, 0.81, 0.09], [0.09, -0.08, 0.17], [-0.18, 0.17, -0.13], [0.18, -0.06, 0.27], [-0.07, 0.34, 0.17], [0.38, -0.85, -0.23], [-0.19, 0.12, 0.05], [0.06, -0.02, -0.01], [0.00, 0.01, 0.00], [-0.01, 0.00, 0.00], [0.02, -0.01, 0.00], [-0.09, 0.04, -0.04], [-0.08, -0.12, -0.05], [0.12, 0.05, -0.04], [-0.15, 0.21, -0.33], [0.09, -0.04, 0.02], [0.03, 0.07, -0.10], [0.00, 0.01, 0.03], [0.02, -0.02, 0.00], [0.00, -0.02, -0.03], [-0.01, 0.00, 0.09], [-0.08, -0.13, -0.03], [0.04, 0.05, 0.01], [-0.09, 0.02, -0.05], [0.04, -0.15, -0.09], [0.00, -0.07, -0.01], [0.01, 0.06, -0.02], [0.01, 0.00, 0.01], [0.00, 0.00, 0.00], [0.00, 0.00, 0.00], [0.00, 0.00, 0.00], [-0.04, 0.01, 0.02], [0.01, 0.01, 0.00], [-0.01, -0.01, 0.00], [0.00, 0.00, 0.00], [0.00, 0.01, 0.00], [0.00, 0.00, 0.00], [-0.01, -0.07, -0.04], [-0.02, -0.02, -0.05], [0.00, 0.06, -0.03], [0.04, -0.02, 0.09], [-0.02, 0.01, 0.02], [0.09, 0.03, 0.06], [-0.06, 0.01, 0.02], [-0.09, -0.10, -0.02], [0.48, -0.49, -0.04], [-0.35, -0.02, 0.09], [0.16, 0.06, -0.12], [0.00, -0.01, 0.00], [-0.02, -0.02, 0.01], [-0.13, -0.07, 0.14], [0.38, 0.38, 0.17], [-0.10, 0.02, -0.11], [0.33, 0.02, 0.07], [0.06, 0.00, -0.02], [-0.19, -0.20, -0.01]], "mulliken_charge": [1.03, -1.09, -0.24, -1.27, 0.30, 0.27, 0.62, -0.45, -0.86, -0.49, -1.09, 0.77, -0.09, 0.31, 0.09, 0.11, -0.28, -0.85, -0.51, -1.10, 0.79, -0.05, 0.60, 0.27, 0.26, 0.46, 0.46, 0.41, 0.45, 0.40, 0.42, 0.25, 0.46, 0.46, 0.40, 0.45, 0.26, -0.24, 0.73, -0.28, -0.19, 0.30, -0.41, -1.10, 0.16, -0.43, 0.09, 0.05, 0.51, 0.48, 0.39, -0.64, 1.12, -0.49, -0.31, -0.64]}

{"formula": "C22H18KN8O", "method": "the ωB97M-V functional and the def2-TZVPD basis", "total_charge": 1, "homo_lumo_gap_ev": 7.423, "lumo_ev": -2.332, "energy_ha": -1962.3332, "largest_force_ha_per_bohr": 0.0185, "multiplicity": 1, "elements": ["K", "C", "O", "C", "C", "C", "C", "C", "C", "C", "N", "C", "C", "N", "C", "C", "C", "C", "N", "C", "C", "N", "C", "C", "C", "C", "H", "H", "H", "H", "H", "H", "H", "H", "H", "H", "H", "H", "H", "H", "N", "C", "N", "N", "C", "N", "H", "H", "H", "H"], "coordinates": [[3.52718, 3.40163, 0.85829], [-5.87667, -6.37900, -3.13506], [-4.55228, -6.60305, -2.67155], [-3.78673, -5.52197, -2.40672], [-4.21276, -4.20585, -2.54979], [-3.32993, -3.17554, -2.25044], [-2.03970, -3.42943, -1.81410], [-1.63032, -4.75734, -1.67221], [-2.49004, -5.79081, -1.96299], [-1.09496, -2.34604, -1.50556], [0.13303, -2.50250, -1.06744], [0.62445, -1.22723, -0.93663], [-0.29875, -0.29399, -1.30430], [-1.40641, -1.02190, -1.67783], [-0.05367, 1.11528, -1.26938], [-0.99008, 2.09920, -1.61646], [-0.64581, 3.42191, -1.53529], [0.64731, 3.74192, -1.11337], [1.55059, 2.84041, -0.77636], [1.22197, 1.53025, -0.84491], [2.23562, 0.53355, -0.44983], [3.45119, 0.97789, -0.05235], [4.35135, 0.08790, 0.32047], [4.12525, -1.29294, 0.33565], [2.90538, -1.75331, -0.08132], [1.92947, -0.83172, -0.48664], [-6.31236, -7.36019, -3.29081], [-5.87199, -5.82921, -4.07832], [-6.46338, -5.83428, -2.39279], [-5.20984, -3.96970, -2.88777], [-3.68957, -2.15986, -2.36929], [-0.62388, -4.96144, -1.33159], [-2.18251, -6.82254, -1.85855], [-2.27531, -0.66575, -2.03124], [-1.98342, 1.81790, -1.94540], [-1.34403, 4.20566, -1.79268], [0.94775, 4.78313, -1.04910], [5.31876, 0.47329, 0.62918], [4.90605, -1.96692, 0.65926], [2.67096, -2.80974, -0.10624], [3.60307, 7.03909, 5.35955], [2.59086, 6.26734, 5.79562], [1.99277, 6.59425, 6.94856], [2.14054, 5.20655, 5.15680], [2.73020, 4.87394, 4.03353], [3.20067, 4.51875, 3.03192], [3.97194, 7.79531, 5.90673], [4.10476, 6.76714, 4.53165], [2.25952, 7.39424, 7.49091], [1.22374, 6.02571, 7.25623]], "forces_ev_per_angstrom": [[0.47, 0.17, -0.41], [0.09, 0.01, 0.03], [-0.05, 0.02, -0.01], [-0.10, -0.09, -0.03], [0.13, 0.06, 0.04], [-0.16, 0.01, -0.05], [0.19, 0.19, 0.06], [0.06, -0.07, 0.02], [0.06, 0.04, 0.02], [-0.15, -0.15, -0.20], [-0.05, 0.16, 0.09], [0.45, -0.32, 0.15], [-0.33, 0.27, -0.17], [0.05, 0.08, 0.10], [-0.08, -0.18, -0.03], [-0.10, -0.06, -0.03], [0.07, 0.02, -0.04], [-0.01, -0.03, 0.01], [-0.31, -0.21, -0.15], [0.28, 0.06, 0.09], [-0.01, 0.31, -0.04], [-0.14, -0.43, -0.08], [-0.01, -0.04, 0.00], [0.04, 0.05, -0.07], [-0.07, -0.08, -0.01], [-0.09, -0.17, -0.04], [0.01, -0.02, 0.00], [-0.02, 0.01, -0.02], [-0.02, 0.01, 0.00], [-0.01, 0.00, 0.00], [-0.01, -0.01, 0.00], [-0.02, 0.01, -0.01], [-0.01, 0.01, 0.00], [-0.01, 0.01, 0.01], [0.02, -0.02, 0.01], [0.01, -0.01, 0.00], [0.02, -0.02, 0.01], [-0.02, 0.02, 0.00], [-0.01, 0.01, -0.01], [-0.02, 0.02, 0.00], [0.00, -0.02, -0.01], [0.03, 0.05, 0.08], [-0.02, -0.01, -0.01], [0.16, -0.02, -0.23], [-0.17, -0.08, 0.10], [-0.12, 0.47, 0.82], [-0.02, 0.00, 0.02], [0.01, 0.01, -0.01], [0.00, 0.01, -0.01], [0.01, 0.00, 0.00]], "mulliken_charge": [0.93, -0.84, -0.46, 0.95, -0.70, -0.71, 0.34, -0.51, -0.60, 0.33, -0.76, 0.39, 0.11, -0.11, 0.61, -0.39, -0.68, -0.33, -0.72, 0.22, -0.02, -0.79, -0.27, -0.63, -0.47, 0.86, 0.24, 0.34, 0.34, 0.41, 0.21, 0.49, 0.43, 0.17, 0.38, 0.43, 0.39, 0.38, 0.43, 0.55, -0.37, 0.68, -0.37, -0.62, 0.45, -0.52, 0.20, 0.17, 0.19, 0.23]}

{"formula": "C22H18OPRhS5", "method": "the ωB97M-V functional and the def2-TZVPD basis", "total_charge": 0, "homo_lumo_gap_ev": [5.280, 6.067], "lumo_ev": [-1.628, -0.870], "energy_ha": -3367.2098, "largest_force_ha_per_bohr": 0.0443, "multiplicity": 1, "e_above_lowest_kj_mol": 113.6, "elements": ["Rh", "S", "C", "S", "C", "C", "S", "S", "S", "O", "P", "C", "C", "C", "C", "C", "C", "C", "C", "C", "C", "C", "C", "C", "C", "C", "C", "C", "C", "H", "H", "H", "H", "H", "H", "H", "H", "H", "H", "H", "H", "H", "H", "H", "C", "H", "H", "H"], "coordinates": [[-2.12709, 0.85742, -0.46009], [-4.72581, 4.72690, 5.17282], [-4.15900, 3.87471, 3.90350], [-4.83358, 2.36001, 3.38251], [-3.75000, 2.06605, 2.03589], [-2.76437, 3.02542, 1.84500], [-1.57313, 2.96580, 0.64764], [-2.77267, 4.36448, 2.96470], [-3.97962, 0.67390, 1.10683], [-1.23815, -1.14528, 0.20881], [0.21403, -0.92260, -0.09685], [0.48770, -0.37472, -1.80431], [1.05609, -1.20216, -2.76485], [1.15587, -0.76600, -4.07868], [0.68274, 0.48851, -4.43599], [0.10723, 1.31493, -3.48253], [0.01477, 0.88908, -2.16740], [0.96430, 0.32963, 0.96598], [2.02735, 1.12222, 0.54255], [2.57869, 2.05002, 1.41287], [2.07655, 2.17926, 2.69978], [1.02044, 1.38362, 3.12326], [0.46287, 0.45699, 2.25865], [1.13281, -2.45520, 0.15146], [2.52463, -2.47974, 0.19713], [3.18196, -3.68221, 0.39658], [2.45455, -4.85516, 0.55354], [1.06786, -4.82953, 0.51174], [0.40335, -3.62874, 0.31102], [1.42043, -2.18329, -2.48744], [1.59835, -1.41242, -4.82536], [0.76140, 0.82358, -5.46196], [-0.26870, 2.29295, -3.75363], [-0.37285, 1.58779, -1.41009], [2.40744, 1.02755, -0.46768], [3.39519, 2.67872, 1.08159], [2.50628, 2.90879, 3.37398], [0.62575, 1.49283, 4.12502], [-0.37646, -0.15719, 2.56391], [3.08701, -1.55984, 0.08488], [4.26327, -3.71003, 0.43794], [2.97088, -5.79225, 0.71686], [0.50273, -5.74347, 0.63961], [-0.67784, -3.58018, 0.28342], [-3.25622, 0.66486, -2.28559], [-2.86530, -0.21738, -2.79370], [-3.10685, 1.55891, -2.88801], [-4.30486, 0.53247, -2.03530]], "forces_ev_per_angstrom": [[-1.40, 1.12, 0.76], [-0.09, 0.05, 0.08], [0.33, -0.03, -0.09], [0.10, 0.15, -0.06], [0.86, 1.35, 0.38], [-1.22, -0.75, 0.46], [-0.07, -1.04, -1.16], [-0.41, -0.04, 0.14], [1.38, -0.35, -1.77], [-0.50, -0.17, -0.40], [0.71, -0.12, 0.09], [-0.02, 0.02, 0.31], [0.00, 0.00, -0.01], [-0.01, -0.01, -0.02], [0.03, -0.04, -0.03], [-0.13, 0.15, 0.09], [-0.07, -0.28, -0.02], [0.01, -0.22, -0.19], [-0.08, -0.02, 0.03], [0.05, 0.04, -0.04], [-0.01, 0.01, -0.01], [-0.03, -0.03, 0.04], [-0.02, -0.04, -0.01], [-0.09, 0.16, -0.07], [-0.04, 0.00, -0.01], [0.09, 0.00, 0.00], [-0.07, -0.01, 0.01], [0.02, -0.04, 0.01], [-0.03, 0.04, -0.03], [-0.01, 0.00, -0.01], [0.00, 0.02, 0.00], [0.00, 0.00, 0.01], [0.01, -0.02, -0.03], [0.03, 0.07, 0.05], [0.02, 0.03, 0.00], [0.00, -0.01, 0.02], [-0.01, 0.00, 0.00], [-0.01, 0.00, -0.01], [-0.01, 0.04, 0.03], [0.03, -0.02, 0.02], [-0.01, 0.03, -0.01], [0.01, 0.01, -0.01], [0.01, 0.00, 0.00], [0.00, -0.04, 0.01], [0.56, -0.11, 1.31], [0.03, -0.03, 0.03], [0.05, 0.07, 0.13], [0.01, 0.05, -0.01]], "mulliken_charge": [-0.11, -0.25, 0.12, -0.10, 0.29, 0.16, -0.47, -0.08, -0.16, -0.89, 1.57, 1.01, -0.56, -0.65, -0.52, -0.96, -0.39, 1.21, -0.24, -0.83, -0.44, -0.74, -0.72, -0.01, -0.16, -0.71, -0.41, -0.66, -0.45, 0.40, 0.42, 0.39, 0.46, 0.36, 0.44, 0.41, 0.42, 0.44, 0.40, 0.39, 0.40, 0.39, 0.40, 0.43, -0.90, 0.28, 0.30, 0.32]}